[1]
Density functional theory data (ωB97M-V/def2-TZVPD) for a 3-piece molecular cluster, C2H8NS overall.

- E_HOMO (eV) = -13.62
- energy relative to the best compared isomer or geometry (same formula, charge and spin) (kJ/mol) = 494.57
- HOMO-LUMO gap (eV) = 4.585
- net charge = +1

Positions of all 12 atoms, in Å:
C: -1.8182 1.2012 -1.3670
C: -2.2248 0.3356 -0.3907
S: 0.0509 -0.7750 0.5276
N: 3.0824 0.1565 0.5565
H: -1.1525 2.0220 -1.1247
H: -2.0710 1.0007 -2.3992
H: -2.3011 0.5865 0.6747
H: -2.6535 -0.6174 -0.6898
H: 0.3639 -1.6682 -0.4255
H: 2.1899 0.1273 1.0279
H: 2.9518 0.9940 0.0198
H: 3.9315 -0.0179 1.0529

Force components x, y, z for each atom (eV/Å):
C 1.15 -0.36 0.42
C 0.72 -1.65 0.83
S -1.13 0.98 -0.62
N -2.06 -0.17 -0.74
H -0.43 0.33 -0.10
H 0.10 0.06 -0.13
H 0.18 0.16 -0.36
H -0.44 0.32 0.13
H -0.20 0.09 -0.38
H 0.88 -0.27 1.05
H 1.12 0.27 -0.42
H 0.10 0.25 0.33

---

[2]
Density functional theory data (ωB97M-V/def2-TZVPD) for a 2-piece molecular cluster, C2H8O2 overall.

- E_HOMO (eV) = -10.70
- energy relative to the best compared isomer or geometry (same formula, charge and spin) (kJ/mol) = 159.89
- HOMO-LUMO gap (eV) = 11.341
- SMILES string = CO.CO
- net charge = 0

Positions of all 12 atoms, in Å:
C: -1.1962 -1.5001 1.4912
O: -0.3207 -1.2464 2.6532
H: -2.0860 -1.1791 1.9575
H: -1.2173 -2.5437 1.1694
H: -1.1183 -0.9869 0.5804
H: 0.5918 -1.4144 2.3354
C: 1.1155 0.8754 -1.6911
O: 0.4437 2.0325 -2.4032
H: 1.9807 0.6399 -2.1262
H: 0.5307 -0.0633 -1.9182
H: 1.3522 1.0522 -0.5944
H: -0.5333 1.9539 -2.2045

Force components x, y, z for each atom (eV/Å):
C 0.25 -0.99 2.35
O 0.98 -0.40 -2.44
H -1.62 -0.18 -0.10
H -0.05 -0.22 0.63
H 1.10 1.59 -0.99
H -0.65 0.19 0.55
C -4.41 0.93 1.09
O -0.27 -1.88 1.60
H 3.64 -0.04 -2.09
H 0.13 0.97 0.91
H -0.88 -0.07 -1.24
H 1.78 0.10 -0.25

---

[3]
Density functional theory data (ωB97M-V/def2-TZVPD) for a 3-piece molecular cluster, C2H8O2 overall.

- E_HOMO (eV) = -9.97
- energy relative to the best compared isomer or geometry (same formula, charge and spin) (kJ/mol) = 123.40
- HOMO-LUMO gap (eV) = 10.699
- SMILES string = [H][H].CC=O.O
- net charge = 0

Positions of all 12 atoms, in Å:
H: -3.5410 -0.8853 -0.4103
H: -3.5060 -0.1731 -0.5559
C: -0.1066 -0.0496 1.6628
C: 0.2914 -0.6802 0.3693
O: -0.2671 -1.6138 -0.1267
H: 0.7961 0.3015 2.1863
H: -0.6677 0.8891 1.5738
H: -0.6763 -0.5979 2.4154
H: 1.0884 -0.1805 -0.2288
O: 1.9525 1.0759 -2.5632
H: 2.1948 1.6563 -1.8514
H: 2.4414 0.2575 -2.4713

Force components x, y, z for each atom (eV/Å):
H 0.00 -0.51 0.11
H 0.01 0.52 -0.11
C 0.63 1.13 1.51
C -0.58 0.52 -0.43
O -0.18 -0.74 -0.06
H 0.02 -0.19 -0.15
H 0.02 -0.12 -0.73
H 0.04 -0.68 -0.62
H 0.02 0.06 0.48
O -0.50 -0.15 -0.64
H 0.34 0.19 0.47
H 0.18 -0.03 0.17

---

[4]
Density functional theory data (ωB97M-V/def2-TZVPD) for a 2-piece molecular cluster, C2H8O2 overall.

- E_HOMO (eV) = -10.62
- energy relative to the best compared isomer or geometry (same formula, charge and spin) (kJ/mol) = 7.88
- HOMO-LUMO gap (eV) = 11.441
- SMILES string = CCO.O
- net charge = 0

Positions of all 12 atoms, in Å:
C: -6.3017 -5.9205 -21.0289
C: -7.5502 -5.0991 -21.2454
O: -7.4863 -3.9654 -20.3175
H: -5.8420 -5.6693 -20.0699
H: -5.5218 -5.7338 -21.7651
H: -6.4857 -6.9939 -20.9843
H: -8.4535 -5.6643 -21.0012
H: -7.6038 -4.6562 -22.2429
H: -8.1878 -3.3694 -20.6049
O: -4.2697 -3.5463 -21.3408
H: -4.1949 -2.6049 -21.5319
H: -5.1356 -3.6391 -20.9165

Force components x, y, z for each atom (eV/Å):
C 0.56 -0.35 0.14
C 0.06 0.87 0.82
O -0.06 -0.35 -0.59
H -0.25 0.07 0.09
H -0.14 0.00 -0.16
H -0.16 0.04 -0.19
H 0.04 -0.03 -0.27
H -0.10 -0.47 -0.13
H 0.12 0.09 0.25
O -0.21 0.14 0.03
H 0.03 -0.09 0.03
H 0.10 0.08 -0.02

---

[5]
Density functional theory data (ωB97M-V/def2-TZVPD) for a 3-piece molecular cluster, C2H8O3 overall.

- E_HOMO (spin up / spin down) (eV) = 0.70 / -5.80
- energy relative to the best compared isomer or geometry (same formula, charge and spin) (kJ/mol) = 63.44
- HOMO-LUMO gap (spin up / spin down) (eV) = 2.993 / 9.413
- multiplicity = 2
- net charge = -1

Positions of all 13 atoms, in Å:
C: 1.0584 -0.0729 2.1161
C: 1.7239 -1.0642 1.5023
O: 1.9101 -1.1060 0.1584
H: 0.7475 -0.1677 3.1506
H: 0.8650 0.9052 1.7009
H: 2.1658 -1.8821 2.0596
H: 1.3237 -0.4024 -0.2356
H: -0.0087 1.3313 -1.6640
H: -0.7206 0.0490 -1.1384
O: 0.1446 0.5016 -1.2276
H: -3.6125 0.0941 -2.3247
H: -2.8760 1.3741 -1.9311
O: -2.7212 0.4398 -2.1666

Force components x, y, z for each atom (eV/Å):
C 0.43 -0.24 0.69
C -0.70 1.06 -0.30
O -0.01 0.40 0.44
H 0.44 -0.14 0.08
H -0.38 -0.27 -0.62
H -0.26 -0.29 -0.25
H 0.43 -0.42 -0.15
H -0.47 0.61 -0.36
H 0.13 0.62 -0.41
O 0.21 -1.31 0.79
H -0.38 -0.10 -0.04
H -0.05 0.24 0.05
O 0.60 -0.16 0.09

---

[6]
Density functional theory data (ωB97M-V/def2-TZVPD) for a 3-piece molecular cluster, C2H8O3 overall.

- E_HOMO (spin up / spin down) (eV) = -14.87 / -14.87
- energy relative to the best compared isomer or geometry (same formula, charge and spin) (kJ/mol) = 246.81
- HOMO-LUMO gap (spin up / spin down) (eV) = 7.855 / 4.455
- multiplicity = 2
- net charge = +1

Positions of all 13 atoms, in Å:
O: 2.0307 0.2082 0.2124
C: 1.3324 0.9032 -0.4910
C: -0.1549 0.9837 -0.7222
H: 2.0345 1.6249 -0.9703
H: -0.4046 0.0752 -1.3686
H: -0.4396 2.0397 -0.8911
H: -0.8909 0.6791 0.0307
H: 1.0291 -1.1787 -1.3503
H: 0.7373 -2.3407 -0.3869
O: 0.4295 -1.8792 -1.2049
H: -1.9974 0.3735 2.5422
H: -1.5388 -0.9447 1.9947
O: -2.1674 -0.5441 2.6053

Force components x, y, z for each atom (eV/Å):
O -0.96 -0.16 -0.30
C -0.02 0.36 1.35
C -0.73 -0.34 0.10
H -0.23 0.36 -0.51
H 0.37 1.46 -0.45
H 0.35 -0.78 -1.12
H 1.04 -0.21 1.10
H 1.39 0.32 -0.53
H -0.30 0.32 -1.04
O -0.90 -1.32 1.36
H 0.10 1.59 0.16
H -0.14 -0.23 0.17
O 0.02 -1.37 -0.29

---

[7]
Density functional theory data (ωB97M-V/def2-TZVPD) for a 2-piece molecular cluster, C2H8O5 overall.

- E_HOMO (eV) = -8.98
- energy relative to the best compared isomer or geometry (same formula, charge and spin) (kJ/mol) = 779.19
- HOMO-LUMO gap (eV) = 9.569
- SMILES string = OCOO.COO
- net charge = 0

Positions of all 15 atoms, in Å:
O: 0.5522 -2.5547 0.5139
C: -0.2435 -1.9304 -0.4412
O: -1.3499 -1.2529 0.0946
O: -0.9466 -0.2757 1.0453
H: -0.0166 -3.0748 1.0978
H: 0.4231 -1.2389 -0.9727
H: -0.7125 -2.6345 -1.1433
H: 0.0534 0.1607 0.7706
C: -0.5292 1.8998 -0.4751
O: 0.8261 1.0622 -0.0097
O: 1.6566 1.8329 0.8627
H: -1.1183 1.2180 -1.0787
H: -0.0468 2.6769 -1.0626
H: -1.0445 2.2561 0.4116
H: 2.4965 1.8553 0.3867

Force components x, y, z for each atom (eV/Å):
O 0.05 -0.19 0.15
C -0.16 0.16 -0.05
O 0.21 -0.18 -0.47
O 1.99 0.89 0.57
H 0.03 0.09 -0.11
H -0.05 -0.13 0.01
H 0.09 0.09 0.08
H -2.80 -1.58 0.26
C 3.05 -0.28 0.51
O -1.82 1.24 -0.91
O -0.64 0.30 -0.03
H 0.25 -0.27 0.22
H -0.37 0.14 0.03
H 0.20 -0.19 -0.02
H -0.04 -0.07 -0.25

---

[8]
Density functional theory data (ωB97M-V/def2-TZVPD) for a 2-piece molecular cluster, C2H8OP2 overall.

- E_HOMO (spin up / spin down) (eV) = -7.47 / -8.91
- energy relative to the best compared isomer or geometry (same formula, charge and spin) (kJ/mol) = 244.96
- HOMO-LUMO gap (spin up / spin down) (eV) = 7.532 / 8.605
- net charge = 0

Positions of all 13 atoms, in Å:
C: -2.2184 -0.9283 -1.0524
C: 2.4125 -0.4645 0.2634
O: -1.5544 -0.0899 -0.1404
P: -0.3288 1.7941 1.3791
P: -0.3723 0.9056 -0.6449
H: -2.9134 -1.5988 -0.6019
H: -1.3256 -1.4935 -1.5259
H: -2.8395 -0.3176 -1.7592
H: 2.6806 0.5545 0.2121
H: 2.8306 -1.2350 -0.3178
H: 2.2859 -0.7138 1.3166
H: 0.7461 2.6772 1.1261
H: 0.5968 0.9100 1.7452

Force components x, y, z for each atom (eV/Å):
C 1.83 0.07 -2.15
C -0.60 0.07 1.83
O -0.95 0.07 1.08
P -0.86 1.38 -0.70
P 0.48 0.19 0.18
H -0.12 -0.50 0.90
H -2.04 0.40 -0.07
H 0.87 -0.52 0.16
H 0.38 0.90 -0.84
H 0.35 -0.48 -0.99
H -0.44 -0.32 -0.22
H -0.11 0.34 -0.21
H 1.19 -1.59 1.02

---

[9]
Density functional theory data (ωB97M-V/def2-TZVPD) for C2H8OP2S as an isolated structure.

- E_HOMO (eV) = -7.52
- energy relative to the best compared isomer or geometry (same formula, charge and spin) (kJ/mol) = 180.25
- HOMO-LUMO gap (eV) = 8.064
- net charge = 0

Positions of all 14 atoms, in Å:
C: 1.8390 -0.9451 0.4427
C: 0.9976 0.0171 -0.3810
O: -1.2228 -0.4694 -1.7371
P: -2.2149 1.2651 0.4056
P: -0.7252 -0.2154 -0.2252
S: 1.2529 1.7636 0.1219
H: 1.6124 -1.9624 0.1213
H: 1.7067 -0.8777 1.5248
H: 2.8887 -0.7439 0.2293
H: -1.0578 -1.4227 0.4035
H: -1.8821 0.1416 -2.0898
H: -1.9960 0.9885 1.7488
H: -3.2519 0.3347 0.3183
H: 2.0536 2.1259 -0.8832

Force components x, y, z for each atom (eV/Å):
C 0.04 -0.11 -0.29
C -1.46 0.83 2.03
O -0.82 -0.09 -0.50
P 0.35 0.58 -0.28
P 1.55 -0.12 -1.22
S 0.15 -0.47 -0.30
H 0.16 -0.15 0.09
H 0.05 0.05 0.06
H 0.05 -0.13 -0.01
H 0.06 -0.12 -0.01
H 0.03 -0.09 0.06
H 0.12 0.02 0.58
H -0.32 -0.38 -0.04
H 0.05 0.20 -0.18

---

[10]
Density functional theory data (ωB97M-V/def2-TZVPD) for a 2-piece molecular cluster, C2H8OS overall.

- E_HOMO (eV) = -8.79
- energy relative to the best compared isomer or geometry (same formula, charge and spin) (kJ/mol) = 41.06
- HOMO-LUMO gap (eV) = 9.548
- SMILES string = CCS.O
- net charge = 0

Positions of all 12 atoms, in Å:
C: -2.1547 1.3014 0.4710
C: -1.0125 0.4747 1.0303
S: -0.1736 -0.2814 -0.3913
H: -2.6961 0.8606 -0.3829
H: -1.6425 2.2162 0.1283
H: -2.8876 1.5784 1.2473
H: -1.3289 -0.3502 1.6973
H: -0.2307 1.0536 1.5586
H: 0.2231 -1.4680 0.1156
O: 3.6621 -1.7036 -2.0677
H: 3.8240 -2.5528 -1.5977
H: 4.4177 -1.1289 -1.8088

Force components x, y, z for each atom (eV/Å):
C 0.16 1.04 0.25
C 0.38 -1.31 0.52
S 0.38 -0.44 -0.53
H 0.42 -0.08 0.48
H -0.72 -0.03 -0.15
H 0.34 -0.04 -0.26
H -0.01 0.52 -0.32
H -0.82 -0.02 -0.12
H -0.12 0.36 0.12
O 0.94 -0.31 0.75
H -0.13 0.94 -0.50
H -0.82 -0.64 -0.25

---

[11]
Density functional theory data (ωB97M-V/def2-TZVPD) for a 2-piece molecular cluster, C2H8OS2 overall.

- E_HOMO (eV) = -8.58
- energy relative to the best compared isomer or geometry (same formula, charge and spin) (kJ/mol) = 92.99
- HOMO-LUMO gap (eV) = 9.102
- SMILES string = CSCS.O
- net charge = 0

Positions of all 13 atoms, in Å:
C: 0.2715 1.8280 2.2550
S: 0.1736 0.0488 2.2155
C: -0.3806 -0.3168 0.5665
S: 0.5247 0.3689 -0.8842
H: 1.1177 2.0633 2.9222
H: -0.6604 2.1733 2.7335
H: 0.4059 2.3784 1.3086
H: -0.2617 -1.4160 0.5100
H: -1.4639 -0.0983 0.6302
H: 0.0814 -0.6974 -1.5835
O: 0.3266 -2.3002 -3.3213
H: -0.2808 -2.6978 -3.9855
H: 0.1459 -1.3341 -3.3669

Force components x, y, z for each atom (eV/Å):
C -0.42 0.95 0.75
S 1.17 -0.42 -0.03
C -0.87 -0.70 0.33
S -0.65 -0.50 0.53
H -0.38 0.06 -0.32
H 0.46 0.26 -0.25
H 0.03 -0.64 0.22
H -0.17 0.58 0.00
H 0.53 0.05 -0.97
H 0.33 0.38 -0.07
O -0.84 0.58 -0.66
H 0.62 0.45 0.69
H 0.20 -1.05 -0.21

---

[12]
Density functional theory data (ωB97M-V/def2-TZVPD) for a 2-piece molecular cluster, C2H8OS2 overall.

- E_HOMO (eV) = -9.04
- energy relative to the best compared isomer or geometry (same formula, charge and spin) (kJ/mol) = 7.58
- HOMO-LUMO gap (eV) = 9.657
- SMILES string = CSSC.O
- net charge = 0

Positions of all 13 atoms, in Å:
C: 1.3045 -1.2751 -0.6218
S: 1.0816 0.0994 -1.7594
S: -0.6086 1.0024 -1.0292
C: 0.0051 1.9942 0.3374
H: 1.9372 -0.9886 0.2161
H: 0.3434 -1.6161 -0.2535
H: 1.7910 -2.1013 -1.1335
H: -0.8571 2.2582 0.9566
H: 0.6973 1.4250 0.9628
H: 0.4679 2.9158 0.0053
O: -1.9244 -1.5980 0.7066
H: -2.4060 -1.2933 1.4776
H: -1.8319 -0.8226 0.1351

Force components x, y, z for each atom (eV/Å):
C 0.17 -0.18 0.38
S -0.23 0.20 -0.16
S 0.13 -0.11 -0.25
C -0.03 0.07 0.57
H -0.05 0.05 0.05
H -0.09 -0.05 0.03
H 0.03 0.03 -0.23
H 0.01 -0.06 -0.09
H -0.09 0.05 -0.15
H 0.15 0.03 -0.16
O 0.06 -0.08 -0.11
H -0.08 0.04 0.09
H 0.03 0.02 0.05

---

no.,F_max (hartree/bohr)
1,0.0427
2,0.0901
3,0.0386
4,0.0233
5,0.0300
6,0.0407
7,0.0627
8,0.0550
9,0.0513
10,0.0284
11,0.0249
12,0.0111